[1]
{
  "formula": "C32H97N5O14",
  "method": "wB97M-V/def2-TZVPD",
  "species": ["C", "C", "O", "H", "H", "H", "H", "H", "H", "C", "C", "O", "H", "H", "H", "H", "H", "H", "C", "C", "O", "H", "H", "H", "H", "H", "H", "C", "C", "O", "H", "H", "H", "H", "H", "H", "C", "C", "O", "H", "H", "H", "H", "H", "H", "C", "C", "O", "H", "H", "H", "H", "H", "H", "O", "H", "H", "O", "H", "H", "O", "H", "H", "C", "C", "C", "O", "C", "N", "H", "H", "H", "H", "H", "H", "H", "H", "H", "H", "H", "C", "C", "C", "O", "C", "N", "H", "H", "H", "H", "H", "H", "H", "H", "H", "H", "H", "C", "C", "C", "O", "C", "N", "H", "H", "H", "H", "H", "H", "H", "H", "H", "H", "H", "C", "C", "C", "O", "C", "N", "H", "H", "H", "H", "H", "H", "H", "H", "H", "H", "H", "C", "C", "C", "O", "C", "N", "H", "H", "H", "H", "H", "H", "H", "H", "H", "H", "H"],
  "coordinates": [[-1.03579, 0.66699, 0.71085], [-0.48781, 0.66273, -0.68920], [0.55927, -0.31523, -0.65217], [-1.68648, 1.53256, 0.88022], [-0.35840, 0.75611, 1.56136], [-1.61362, -0.25011, 0.84330], [-0.01693, 1.61185, -0.96013], [-1.21185, 0.41714, -1.46638], [0.20212, -1.11073, -1.07352], [-0.60028, 4.45177, 0.37543], [-0.01833, 5.74059, -0.14983], [0.75473, 6.23293, 0.94592], [0.13249, 3.72306, 0.72418], [-1.07588, 3.91178, -0.44686], [-1.22817, 4.72221, 1.22368], [-0.79642, 6.43139, -0.48215], [0.70336, 5.57777, -0.95532], [1.35609, 6.89138, 0.58419], [-4.15057, -1.32163, -2.04955], [-3.72847, -0.33726, -3.11843], [-2.72717, -0.93683, -3.92630], [-4.19700, -2.32330, -2.47861], [-5.07286, -1.08987, -1.51568], [-3.43828, -1.36342, -1.22094], [-3.33917, 0.56002, -2.62349], [-4.59796, 0.02008, -3.67612], [-2.47943, -0.27176, -4.59027], [1.35667, 2.63756, 3.54457], [2.06569, 3.86414, 4.10839], [2.67003, 4.64653, 3.11739], [0.89746, 2.01351, 4.31347], [2.02879, 2.00769, 2.95528], [0.57615, 2.89674, 2.82662], [2.73426, 3.58978, 4.92471], [1.25394, 4.42390, 4.58907], [1.97809, 5.20608, 2.74840], [-4.19017, -1.36300, 2.61635], [-3.03167, -1.84460, 3.48881], [-1.94837, -2.17467, 2.61589], [-4.61600, -2.18370, 2.03628], [-3.80534, -0.68320, 1.85229], [-5.01594, -0.83594, 3.09371], [-3.28795, -2.77232, 4.00763], [-2.79003, -1.14877, 4.29276], [-1.10218, -1.87359, 2.99255], [-1.10456, -5.26108, -1.21231], [-1.06456, -4.51683, 0.10689], [-1.71825, -3.28352, 0.05066], [-0.71236, -6.26389, -1.04266], [-0.46803, -4.77952, -1.95504], [-2.10399, -5.33255, -1.64098], [-0.06645, -4.45240, 0.55707], [-1.60450, -5.10222, 0.86530], [-1.77395, -2.90101, 0.93836], [-0.83335, -2.05424, -2.38013], [-1.16971, -2.66682, -1.71065], [-1.63033, -1.66956, -2.79793], [2.54114, 0.37996, -2.53809], [2.04432, 0.40330, -1.70736], [3.47078, 0.41038, -2.26330], [1.28260, -1.81150, -4.17376], [1.62311, -1.05099, -3.68197], [0.46836, -2.06276, -3.70729], [3.71449, -6.21290, 1.99799], [3.25264, -6.36215, 0.52990], [3.04560, -5.01412, -0.15731], [2.45216, -5.18248, -1.40977], [2.19647, -3.99164, -2.08966], [4.17814, -7.22513, -0.21590], [2.95952, -5.54801, 2.42457], [4.68695, -5.73090, 2.10870], [3.74975, -7.13898, 2.56971], [2.28588, -6.87685, 0.51105], [3.98292, -4.45665, -0.24605], [2.44822, -4.45251, 0.57288], [1.36918, -3.39505, -1.68526], [1.85525, -4.25540, -3.08913], [3.05429, -3.31499, -2.10854], [4.59390, -7.88838, 0.42671], [3.66049, -7.79781, -0.87063], [-0.32135, 0.03356, 5.44442], [0.71963, -1.05247, 5.64876], [1.46562, -1.43337, 4.36876], [0.68982, -1.57341, 3.21186], [1.44487, -1.78416, 1.99395], [1.68031, -0.70233, 6.69532], [0.15569, 1.01310, 5.33983], [-1.08120, 0.16425, 6.21786], [-0.91737, -0.06029, 4.53353], [0.26465, -1.96226, 6.04981], [1.93069, -2.40755, 4.55144], [2.23837, -0.67400, 4.19821], [1.96024, -0.85193, 1.75100], [0.75917, -1.99937, 1.17909], [2.22981, -2.52343, 2.15429], [1.09018, -0.53800, 7.51184], [1.89186, 0.29154, 6.58222], [-4.25767, 3.59558, -0.96874], [-5.19214, 3.76196, 0.22529], [-4.47658, 3.85045, 1.56703], [-3.85471, 2.62184, 1.93609], [-3.01939, 2.74028, 3.04294], [-5.91090, 5.03309, 0.04590], [-3.83721, 2.59471, -0.83120], [-3.43388, 4.30514, -0.99503], [-4.88515, 3.55777, -1.85884], [-5.89657, 2.92479, 0.20554], [-5.17321, 4.13537, 2.36183], [-3.72127, 4.64142, 1.51253], [-2.74802, 1.72701, 3.34466], [-3.45553, 3.20875, 3.93074], [-2.13277, 3.27776, 2.69106], [-6.42083, 4.92544, -0.82718], [-6.69595, 5.08110, 0.69166], [-0.94474, 2.44966, -4.04493], [-1.66144, 2.55241, -5.39018], [-0.87005, 3.36564, -6.42577], [-1.53320, 3.23015, -7.68597], [-0.87458, 3.97389, -8.70876], [-1.94580, 1.18421, -5.87382], [-1.39796, 1.67466, -3.42982], [-0.96863, 3.43511, -3.57941], [0.08520, 2.12760, -4.21300], [-2.64736, 3.01489, -5.30978], [0.13159, 2.92723, -6.47278], [-0.82491, 4.42213, -6.15117], [-0.80674, 5.02695, -8.41049], [-1.51002, 4.02196, -9.59023], [0.14950, 3.63565, -8.86918], [-1.11026, 0.60549, -5.92599], [-2.22498, 1.24386, -6.84818], [3.94435, 0.95017, 0.78394], [4.86519, 0.06496, -0.06170], [4.45737, -1.37390, -0.30779], [4.13973, -2.16812, 0.82349], [5.19753, -2.22256, 1.78112], [5.22333, 0.72178, -1.31136], [2.88437, 0.75708, 0.59589], [4.05133, 2.02403, 0.62499], [4.11229, 0.79185, 1.85045], [5.83622, 0.05743, 0.45191], [5.16230, -1.92912, -0.93968], [3.58090, -1.38093, -0.96211], [5.93483, -2.95697, 1.43947], [4.78878, -2.66384, 2.69013], [5.70655, -1.28325, 1.98797], [5.89541, 0.13020, -1.79409], [5.79796, 1.53019, -1.10401]],
  "forces_ev_per_angstrom": [[-1.6223, 0.7880, 0.3322], [1.4504, -0.1437, 0.8746], [0.2134, 0.0683, -0.5363], [-0.4536, -0.1720, -0.2508], [0.7642, -0.2950, -0.5179], [-0.0599, 0.0905, 0.2215], [-0.0794, 0.0928, -0.0042], [-0.2062, -0.0477, 0.1892], [0.0157, -0.0717, -0.3968], [-0.0128, -0.3002, -0.6678], [1.1035, -0.8198, 0.4151], [0.0799, 0.8202, 0.1115], [0.4404, 0.4261, 0.0933], [-0.7268, 0.1722, 0.2940], [-0.4366, -0.3588, -0.2207], [0.0097, 0.0978, 0.1445], [-0.3910, -0.1863, -0.3485], [0.0276, 0.0973, 0.2591], [0.3285, -0.3753, 0.6217], [-0.3888, 0.4720, 0.7505], [-0.5281, 0.1932, 0.1373], [-0.2385, -0.0116, 0.0413], [-0.2787, 0.1646, -0.5426], [0.3668, -0.0814, -0.2370], [0.1610, 0.0977, -0.0315], [0.0743, -0.3038, -0.4286], [0.1046, 0.1467, -0.3189], [0.3746, -0.4810, -0.6033], [-1.7564, -0.4007, 0.4120], [0.4254, 0.1387, 0.0130], [0.2783, 0.3963, -0.2005], [0.2278, -0.0651, 0.1997], [-0.1372, 0.3185, 0.1731], [0.4987, 0.0776, -0.3745], [0.1884, 0.3121, 0.2008], [0.0705, 0.0220, -0.3084], [0.1036, 0.1030, -0.6328], [-0.7174, -0.7381, -0.2767], [0.1504, 0.4678, 0.3646], [0.0192, -0.1779, 0.1874], [0.1424, 0.1722, 0.1666], [0.1646, -0.1589, 0.4461], [-0.2971, 0.0111, 0.0585], [0.3678, 0.3367, -0.3379], [0.1322, -0.1140, -0.0661], [0.4990, 0.2706, 0.0024], [-0.6371, -1.2924, 1.3008], [0.0525, 0.8613, -0.8897], [-0.0128, -0.0231, -0.1160], [0.0412, -0.0479, -0.0352], [-0.1179, 0.0404, 0.2637], [0.3167, 0.2448, -0.5801], [-0.0370, -0.3429, -0.1571], [-0.1068, 0.1290, 0.2246], [-0.1441, -0.1104, 0.2654], [-0.1026, 0.0100, 0.2294], [0.2751, 0.0116, -0.3221], [0.0089, 0.0514, -0.0680], [-0.2871, -0.2906, -0.0527], [0.1288, 0.3491, -0.1536], [-0.1310, -0.0237, -0.1983], [0.1316, 0.0401, 0.0966], [0.2274, 0.1053, 0.0274], [-0.6753, 0.7734, -0.6756], [0.4606, -0.8587, -0.1697], [0.4142, -0.2222, 0.9880], [-0.2097, -0.5302, 0.4353], [-0.5211, 0.5137, -0.4180], [0.3254, -0.1150, 0.0341], [0.1811, -0.0743, 0.5317], [0.0470, 0.0550, -0.2819], [-0.2015, -0.1448, -0.2337], [-0.3088, 0.3219, 0.3553], [0.2018, -0.1376, -0.0649], [-0.4633, 0.3941, -0.4160], [-0.0374, -0.1460, 0.4918], [0.4139, 0.0899, -0.1089], [0.2163, -0.1949, -0.2631], [0.1039, 0.0118, 0.0183], [0.0507, 0.2015, -0.2458], [-0.6385, 0.7244, -0.5850], [-0.8784, -0.4742, -0.0903], [0.8744, -0.1845, 0.0876], [-1.0239, 0.0559, -0.5025], [0.2516, 0.7871, 1.1032], [-0.3074, 1.1844, 0.4656], [-0.0032, -0.3561, 0.2747], [0.3178, -0.3896, 0.4347], [0.2412, -0.2986, -0.1711], [-0.3798, -0.0145, -0.3273], [0.4580, 0.1567, 0.1577], [0.1925, -0.0084, -0.0408], [-0.0487, -0.0254, -0.0679], [-0.0233, -0.2510, 0.2031], [-0.3089, -0.3203, -0.1163], [0.1046, -0.8443, 0.3831], [0.7310, -0.0868, -0.6568], [-0.2329, -1.2822, 0.8949], [0.1334, 0.5948, -0.0128], [0.3446, -0.3417, 0.2247], [-1.2147, 0.0507, -0.6834], [0.6532, -0.3090, -0.0973], [-0.7724, -0.1552, -0.1339], [0.2821, 0.0205, -0.3175], [-0.2620, 0.2697, -0.1669], [0.3580, 0.2939, -0.2742], [0.1382, -0.2338, 0.2755], [-0.2009, 0.0672, -0.0129], [0.0677, 0.1131, -0.0994], [0.1800, 0.0115, -0.1130], [-0.2397, 0.3112, -0.2089], [0.2503, 0.0932, 0.6297], [0.2798, 0.3271, -0.2956], [0.2558, 0.0856, 0.4218], [-0.0716, 0.2805, -0.7652], [-0.1036, -0.6752, -0.4067], [-0.5193, -0.7085, -0.0658], [0.4452, 0.2930, -0.0416], [-0.4474, 0.7709, 0.8090], [0.1289, -0.1977, -0.2714], [-0.2248, 0.2582, 0.1523], [0.1679, -0.1738, 0.3748], [0.1156, 0.1562, 0.0944], [0.0180, 0.1314, 0.2950], [0.2361, 0.2024, -0.1654], [0.1445, 0.0790, 0.1007], [0.1345, 0.0685, 0.2226], [0.1988, -0.6700, -0.1418], [-0.0925, -0.3094, -0.3374], [0.3556, 0.2508, 0.2570], [-0.3270, 0.0492, 0.0413], [-0.7563, -0.3492, 0.0595], [1.8193, 0.7387, 1.2030], [-0.9642, -0.5748, -0.8424], [0.4997, 1.2025, 0.4456], [-0.1408, -1.1981, -0.3337], [-0.0332, -0.1664, -1.2511], [0.0089, -0.1825, -0.0969], [0.4629, -0.0737, -0.2754], [0.0008, -0.1771, -0.0029], [-0.2353, -0.3900, 0.6413], [0.6920, 0.3120, 0.2119], [-0.3739, 0.0820, 0.3741], [0.2740, 0.1504, -0.1264], [-0.1616, 0.3239, 0.1020], [-0.2767, 0.1187, 0.0210], [-0.2108, -0.2148, -0.1951], [-0.3988, 0.3212, 0.1113]],
  "fmax_ev_per_a": 2.3,
  "homo_lumo_gap_ha": 0.347,
  "total_energy_ha": -2604.3963,
  "mol_weight_g_mol": 776.1
}

---

[2]
{
  "formula": "C33H19F15Ge2LiN3OS5",
  "method": "wB97M-V/def2-TZVPD",
  "species": ["Li", "O", "C", "S", "C", "C", "S", "S", "S", "N", "C", "C", "C", "N", "C", "N", "C", "C", "C", "C", "Ge", "C", "C", "C", "C", "H", "H", "H", "H", "H", "H", "H", "H", "H", "H", "H", "H", "H", "H", "H", "H", "H", "H", "H", "F", "C", "C", "C", "F", "C", "F", "C", "F", "C", "F", "Ge", "S", "C", "C", "F", "C", "F", "C", "F", "C", "F", "C", "F", "C", "C", "F", "C", "F", "C", "F", "C", "F", "C", "F"],
  "coordinates": [[-1.20693, 2.02673, 1.93740], [-2.18273, -4.50827, 2.36470], [-2.19113, -3.30637, 2.40930], [-3.08793, -2.28227, 1.29730], [-2.54883, -0.72987, 1.93050], [-1.74943, -0.72337, 3.02250], [-1.14203, 0.58253, 3.89810], [-1.32203, -2.35997, 3.61350], [-3.15943, 0.69933, 1.13150], [-1.94293, 3.74463, 1.66190], [-2.81493, 4.36823, 1.21190], [-3.82513, 5.12793, 0.69280], [-3.93723, 6.48583, 0.97430], [-4.06253, 7.61603, 1.17230], [-4.77463, 4.56863, -0.15620], [-5.57763, 4.15893, -0.87740], [-3.73823, 2.09813, -4.07740], [-4.82573, 1.03253, -4.02420], [-4.39273, -0.28707, -3.38250], [-4.26223, -0.22927, -1.86180], [-2.58043, 0.52703, -1.04720], [-0.99613, -0.49227, -1.74120], [-0.56903, 0.07353, -3.08650], [0.84167, -0.36777, -3.47780], [0.90467, -1.84377, -3.85130], [-4.03623, 2.90293, -4.74540], [-2.79933, 1.68003, -4.43520], [-3.57703, 2.52803, -3.09400], [-5.16653, 0.81773, -5.04350], [-5.67573, 1.42403, -3.46310], [-3.45433, -0.62237, -3.83350], [-5.15123, -1.04067, -3.63040], [-4.29743, -1.25107, -1.46750], [-5.11963, 0.29823, -1.44070], [-2.33043, 1.99783, -1.36300], [-1.23583, -1.55367, -1.80900], [-0.16733, -0.35517, -1.05430], [-0.59483, 1.16363, -3.02490], [-1.27393, -0.22847, -3.86450], [1.52257, -0.16657, -2.65100], [1.18207, 0.22533, -4.33070], [0.51187, -2.46267, -3.04870], [1.93087, -2.14667, -4.04800], [0.30997, -2.02997, -4.74470], [4.48557, -1.90277, 0.24280], [3.26017, -2.39967, -0.01380], [2.14037, -1.77127, 0.48960], [0.93157, -2.39217, 0.24450], [-0.14733, -1.84267, 0.80800], [0.78857, -3.54387, -0.51220], [-0.41303, -4.07967, -0.75710], [1.93347, -4.12597, -1.04340], [1.84667, -5.23177, -1.80120], [3.17327, -3.56537, -0.76580], [4.28767, -4.16257, -1.23040], [1.99947, 0.02293, 1.44990], [0.73897, 1.43473, 0.56290], [3.89957, 0.67133, 1.17970], [4.24987, 0.94593, -0.13040], [3.40137, 0.56923, -1.09970], [5.44347, 1.55253, -0.48550], [5.75237, 1.79883, -1.77080], [6.33757, 1.91213, 0.51660], [7.49287, 2.52593, 0.20540], [6.03077, 1.62633, 1.83940], [6.90967, 1.94583, 2.80650], [4.82227, 1.01283, 2.14660], [4.57317, 0.72313, 3.43430], [1.93797, -0.50227, 3.38110], [1.87787, 0.52823, 4.30090], [1.95527, 1.78073, 3.83500], [1.83597, 0.29923, 5.66750], [1.83187, 1.30563, 6.55220], [1.81097, -1.01467, 6.12280], [1.79267, -1.26567, 7.44190], [1.84527, -2.06797, 5.21980], [1.85077, -3.33407, 5.67130], [1.90587, -1.79327, 3.85780], [1.98317, -2.82027, 2.99170]],
  "forces_ev_per_angstrom": [[0.4080, -0.2941, 0.2583], [-0.0393, -0.5323, -0.0541], [0.0530, 0.3341, 0.1060], [-0.1540, 0.0722, -0.0656], [0.0142, -0.6202, -0.0303], [-0.3500, -0.8995, -0.3146], [-0.0477, 0.8088, 0.5209], [-0.2675, 0.3986, -0.0317], [0.0070, 0.0273, 0.0777], [-0.7104, 0.5876, -0.4105], [1.6037, -0.8645, 0.8715], [-0.4894, 0.2868, -0.2184], [0.0326, 0.6951, 0.1591], [-0.0024, 0.3011, 0.1095], [-0.4710, -0.3157, -0.5109], [-0.1867, -0.2192, -0.1846], [-0.2381, -0.0552, 0.0747], [0.1410, -0.1938, -0.1163], [-0.1297, 0.1036, 0.0007], [0.5180, 0.1006, 0.2024], [-0.0833, -0.7112, -0.5953], [-0.5458, 0.0802, 0.3798], [0.1069, 0.1629, -0.0047], [-0.1690, -0.1083, -0.1463], [0.0437, 0.2180, 0.0469], [0.0296, 0.1462, -0.0519], [0.1439, -0.0167, -0.0569], [0.0951, 0.1018, 0.0385], [-0.0479, 0.0404, 0.0421], [-0.1461, 0.0289, -0.0721], [-0.0168, -0.0722, -0.0807], [0.0959, -0.0020, -0.0115], [0.0441, 0.0797, 0.1004], [0.0261, 0.0677, 0.1126], [-0.0408, 0.2236, -0.0590], [-0.1035, -0.0685, 0.0788], [-0.1329, 0.0179, 0.1923], [0.0315, 0.0815, -0.1200], [-0.0311, 0.0830, -0.1528], [0.0256, 0.0932, 0.0836], [0.0543, 0.0622, 0.0029], [-0.0154, -0.1297, 0.0647], [0.0933, -0.1312, -0.0408], [-0.0625, -0.1014, -0.1007], [0.0428, -0.2921, -0.2045], [-0.1788, 0.0225, 0.0480], [-0.2180, 0.2995, -0.0581], [0.0939, 0.0246, 0.0635], [-0.1135, -0.2451, -0.2425], [0.0780, 0.0108, -0.0832], [0.1621, 0.0520, 0.0373], [0.0236, 0.0973, 0.1733], [0.0275, 0.2340, 0.1852], [0.1047, -0.0222, -0.0547], [-0.1402, 0.0693, 0.0021], [1.0583, -0.8745, 0.2818], [-0.2454, 0.3684, -0.0513], [-0.1823, 0.2340, 0.0355], [0.0203, -0.0078, 0.1153], [0.3286, 0.1595, -0.2309], [0.0076, 0.0331, -0.0061], [-0.0433, -0.0334, 0.1907], [-0.1503, -0.0707, 0.0556], [-0.2167, -0.1702, 0.0656], [0.0755, 0.0398, -0.0308], [-0.0938, -0.0196, -0.1107], [-0.0723, -0.1143, -0.1681], [0.3083, 0.1885, 0.0334], [-0.1925, 0.2560, -0.3958], [0.3857, -0.2473, 0.1893], [-0.1065, 0.0491, 0.3775], [0.0986, -0.0891, -0.2409], [-0.0558, -0.0520, -0.0744], [0.0546, 0.0183, -0.1905], [-0.0409, 0.0415, -0.2288], [0.0037, 0.0455, -0.0171], [-0.0316, 0.1504, -0.0480], [0.1754, 0.1454, 0.0090], [-0.0532, -0.1684, 0.4795]],
  "fmax_ev_per_a": 2.0,
  "homo_lumo_gap_ha": 0.230,
  "total_energy_ha": -9158.8937,
  "charge": -2,
  "mol_weight_g_mol": 1071.0
}